Record 1
Here is a molecular structure, C5H4CuO7 at a distorted geometry from the Open Molecules 2025 dataset. Energies are from ωB97M-V/def2-TZVPD.

HOMO energy (eV): -3.39
Gap between HOMO and LUMO (eV): 5.201

Geometry as ORCA input:
```
! wB97M-V def2-TZVPD RIJCOSX def2/J DEFGRID3
* xyz -1 1
O -2.564 -1.898 -1.185
C -2.817 -3.092 -1.506
O -3.950 -3.581 -1.672
O -0.418 -3.525 -1.540
O -1.747 -5.116 -2.369
C -1.545 -4.015 -1.826
Cu -0.505 -1.535 -0.767
O 1.251 1.833 -0.160
C 1.826 2.961 0.526
C 1.359 2.754 1.970
O 0.897 1.391 1.962
C 0.795 0.950 0.717
H 2.915 2.907 0.413
H 1.439 3.876 0.068
H 0.515 3.396 2.246
H 2.163 2.841 2.705
O 0.384 -0.146 0.419
*
```

Just the Mulliken charges please, in e? Sure, here they are: -0.685, 0.601, -0.666, -0.665, -0.666, 0.651, 0.425, -0.302, -0.246, -0.250, -0.322, 0.632, 0.249, 0.255, 0.260, 0.253, -0.524

Record 2
Here is a molecular structure, C17H23AuN7O4PS at a distorted geometry from the Open Molecules 2025 dataset. Energies are from ωB97M-V/def2-TZVPD.

HOMO energy (spin up / spin down) (eV): -14.64 / -14.24
Relative energy (zero: lowest compared OMol25 entry of this formula, charge and spin) (kJ/mol): 281.78
Gap between HOMO and LUMO (spin up / spin down) (eV): 4.641 / 3.851

Geometry as ORCA input:
```
! wB97M-V def2-TZVPD RIJCOSX def2/J DEFGRID3
* xyz 2 1
Au 1.051 1.284 -1.035
O -0.301 2.818 -0.926
C -0.636 3.483 0.063
C -0.284 3.362 1.432
C -0.815 4.337 2.302
C -0.473 4.357 3.628
C 0.417 3.411 4.161
C 0.940 2.447 3.351
C 0.600 2.347 1.964
O 1.047 1.359 1.301
N -1.008 5.408 4.495
O -1.900 6.068 4.033
O -0.507 5.503 5.583
H -1.325 4.313 -0.155
H -1.482 5.096 1.917
H 0.675 3.476 5.210
H 1.629 1.715 3.746
C -2.759 -3.010 -1.135
N -3.471 -1.748 -1.065
C -3.942 -1.506 0.286
N -2.808 -1.485 1.193
C -2.096 -2.749 1.137
N -1.633 -2.982 -0.219
C -0.590 -2.092 -0.628
P -1.166 -0.295 -0.689
C -2.774 -0.655 -1.643
C -1.969 -0.341 1.029
H -2.406 -3.183 -2.154
H -3.434 -3.820 -0.846
H -4.620 -2.311 0.580
H -4.476 -0.554 0.333
H -2.773 -3.555 1.429
H -1.248 -2.729 1.824
H -0.235 -2.371 -1.626
H 0.251 -2.157 0.072
H -2.507 -0.872 -2.682
H -3.390 0.250 -1.623
H -2.557 0.574 1.157
H -1.167 -0.350 1.775
C 3.782 -3.054 -4.488
C 4.144 -1.585 -4.253
C 3.678 -1.123 -2.934
N 2.703 -0.330 -2.711
N 2.471 -0.075 -1.418
C 3.287 -0.700 -0.580
N 3.185 -0.627 0.743
S 4.437 -1.682 -1.431
H 4.239 -3.400 -5.412
H 2.706 -3.170 -4.577
H 4.137 -3.676 -3.670
H 3.690 -0.957 -5.020
H 5.231 -1.479 -4.298
H 2.554 0.057 1.151
H 3.897 -1.042 1.322
*
```

Just the Mulliken charges please, in e? Sure, here they are: 0.265, -0.592, 0.068, 0.455, -0.536, -0.352, -0.463, -0.671, 0.479, -0.385, 1.010, -0.582, -0.567, 0.485, 0.502, 0.523, 0.467, -0.890, 0.239, -0.891, 0.205, -0.889, 0.189, -0.840, 1.031, -0.986, -0.815, 0.373, 0.299, 0.297, 0.371, 0.273, 0.360, 0.500, 0.396, 0.470, 0.425, 0.491, 0.488, -1.090, -0.488, 0.247, -0.698, 0.538, 0.558, -0.284, -0.073, 0.347, 0.318, 0.368, 0.276, 0.323, 0.232, 0.224

Record 3
Here is 2 unconnected molecules or ions with the total composition C28H31N4O5 at a distorted geometry from the Open Molecules 2025 dataset. Energies are from ωB97M-V/def2-TZVPD.

HOMO energy (eV): -2.78
Relative energy (zero: lowest compared OMol25 entry of this formula, charge and spin) (kJ/mol): 0.00
Gap between HOMO and LUMO (eV): 4.204

Geometry as ORCA input:
```
! wB97M-V def2-TZVPD RIJCOSX def2/J DEFGRID3
* xyz -1 1
C -2.940 -3.198 -2.627
N -2.294 -3.121 -1.334
C -2.848 -3.929 -0.339
O -3.850 -4.607 -0.539
N -2.191 -3.923 0.897
C -2.743 -4.818 1.895
C -1.079 -3.131 1.212
O -0.627 -3.139 2.363
C -0.498 -2.333 0.132
C 0.660 -1.666 0.407
C 1.333 -0.746 -0.481
C 0.622 0.236 -1.202
C 1.235 1.083 -2.102
C 2.640 0.993 -2.315
N 3.244 1.788 -3.242
C 2.530 2.855 -3.908
C 1.082 2.478 -4.173
C 0.393 2.030 -2.891
C 4.680 1.813 -3.399
C 5.280 0.434 -3.181
C 4.847 -0.147 -1.840
C 3.386 0.026 -1.582
C 2.735 -0.788 -0.668
C -1.095 -2.398 -1.210
O -0.627 -1.871 -2.225
H -2.391 -2.547 -3.301
H -2.922 -4.229 -2.995
H -3.982 -2.881 -2.535
H -2.140 -4.719 2.796
H -3.788 -4.557 2.096
H -2.710 -5.847 1.520
H 1.147 -1.885 1.355
H -0.452 0.345 -1.049
H 2.553 3.782 -3.305
H 3.051 3.059 -4.851
H 0.558 3.337 -4.597
H 1.050 1.658 -4.901
H -0.553 1.538 -3.147
H 0.135 2.904 -2.273
H 4.891 2.169 -4.415
H 5.144 2.525 -2.692
H 4.943 -0.233 -3.984
H 6.369 0.507 -3.227
H 5.089 -1.215 -1.820
H 5.429 0.324 -1.033
H 3.308 -1.531 -0.107
C -3.353 -2.373 4.586
C -2.420 -1.198 4.573
O -2.885 -0.215 3.631
C -2.163 0.936 3.797
C -2.249 1.837 2.681
C -1.497 3.012 2.619
C -0.711 3.505 3.722
C 0.061 4.651 3.562
N 0.109 5.328 2.414
C -0.609 4.916 1.366
C -1.433 3.791 1.412
O -1.493 1.105 4.825
H -2.842 -3.174 5.126
H -4.258 -2.113 5.143
H -3.615 -2.714 3.581
H -2.365 -0.778 5.586
H -1.409 -1.517 4.273
H -2.925 1.572 1.885
H -0.680 2.972 4.664
H 0.670 5.025 4.391
H -0.527 5.505 0.448
H -2.008 3.501 0.531
*
```

Just the Mulliken charges please, in e? Sure, here they are: -1.158, 0.057, 0.533, -0.660, 0.128, -1.262, 0.470, -0.683, 0.309, -0.774, 0.287, -0.830, 0.641, 0.172, 0.097, -0.565, -0.904, -0.838, -0.585, -0.844, -0.980, 0.770, -1.172, 0.791, -0.703, 0.367, 0.321, 0.328, 0.385, 0.348, 0.332, 0.532, 0.611, 0.253, 0.395, 0.373, 0.303, 0.381, 0.296, 0.386, 0.254, 0.290, 0.378, 0.376, 0.314, 0.469, -1.043, -0.093, -0.351, 0.700, -1.258, 1.155, -0.509, -0.273, -0.766, -0.312, -0.477, -0.763, 0.323, 0.408, 0.070, 0.346, 0.171, 0.310, 0.402, 0.327, 0.336, 0.307